{
  "formula": "C4H13N3",
  "method": "ωB97M-V/def2-TZVPD",
  "e_homo_ev": -8.42,
  "smiles": "NCCCNCN",
  "orbital_gap_ev": 9.440,
  "spin_multiplicity": 1,
  "elements": ["N", "C", "C", "C", "N", "C", "N", "H", "H", "H", "H", "H", "H", "H", "H", "H", "H", "H", "H", "H"],
  "xyz": [[1.770, 2.057, 0.912], [1.466, 0.675, 1.300], [1.473, -0.210, 0.055], [0.303, 0.037, -0.925], [-1.013, -0.130, -0.358], [-1.748, -1.373, -0.591], [-3.142, -1.138, -1.047], [1.819, 2.691, 1.699], [2.708, 2.109, 0.509], [0.467, 0.698, 1.746], [2.180, 0.254, 2.011], [1.506, -1.263, 0.348], [2.421, -0.038, -0.470], [0.414, 1.070, -1.254], [0.433, -0.642, -1.766], [-1.153, 0.137, 0.602], [-1.883, -1.859, 0.379], [-1.284, -1.994, -1.353], [-3.103, -0.269, -1.582], [-3.634, -0.809, -0.215]],
  "nbo_charge": [-0.84, -0.22, -0.41, -0.21, -0.67, -0.05, -0.82, 0.36, 0.35, 0.17, 0.17, 0.20, 0.20, 0.20, 0.19, 0.36, 0.16, 0.18, 0.35, 0.34]
}

{
  "formula": "C5H13NO2",
  "method": "ωB97M-V/def2-TZVPD",
  "e_homo_ev": -7.96,
  "smiles": "C=C/C(C)=C/N.O.O",
  "orbital_gap_ev": 8.384,
  "spin_multiplicity": 1,
  "elements": ["C", "C", "C", "C", "C", "N", "H", "H", "H", "H", "H", "H", "H", "H", "H", "O", "H", "H", "O", "H", "H"],
  "xyz": [[1.633, 2.190, -0.808], [1.509, 0.878, -0.765], [0.221, 0.147, -0.958], [0.231, -0.823, -2.101], [-0.796, 0.460, -0.158], [-2.086, -0.108, -0.143], [0.740, 2.814, -0.817], [2.507, 2.821, -0.686], [2.382, 0.248, -0.645], [-0.171, -1.783, -1.834], [1.247, -0.963, -2.478], [-0.373, -0.495, -2.943], [-0.621, 1.301, 0.494], [-2.546, -0.443, -0.974], [-2.232, -0.735, 0.628], [2.416, -0.803, 1.614], [2.551, -0.616, 2.547], [2.070, -1.699, 1.582], [-3.192, -0.734, 2.577], [-2.608, -0.071, 2.955], [-2.880, -1.585, 2.915]],
  "nbo_charge": [-0.41, -0.18, -0.08, -0.64, -0.01, -0.87, 0.18, 0.20, 0.21, 0.21, 0.22, 0.22, 0.18, 0.37, 0.39, -0.93, 0.47, 0.47, -0.94, 0.48, 0.47]
}

Values of ΔE to the lowest compared entry with this formula, charge and spin, in order: 0.8584, 2.5567, all in eV.
Values of max |F|, in order: 1.35, 1.61, all in eV Å⁻¹.
Values of LUMO level, in order: 0.0376, 0.0154, all in Eh.